Below is C38H61FN3S2Si4TeW as an isolated structure, with properties calculated with ωB97M-V with the def2-TZVPD basis set.

Positions of all 111 atoms, in Å:
W -1.815 -1.221 0.755
S -1.726 -4.933 3.237
C -0.732 -3.836 4.149
C -0.179 -4.033 5.407
C 0.632 -3.039 5.920
C 0.893 -1.883 5.183
C 0.338 -1.685 3.934
C -0.509 -2.663 3.417
N -1.170 -2.633 2.193
C -1.791 -3.776 1.953
C -2.320 -4.022 0.632
C -2.956 -5.218 0.290
C -3.312 -5.444 -1.022
C -3.028 -4.483 -1.990
C -2.417 -3.290 -1.642
C -2.043 -3.010 -0.325
H -0.375 -4.941 5.960
H 1.082 -3.169 6.895
H 1.547 -1.127 5.595
H 0.558 -0.799 3.352
H -3.161 -5.955 1.058
H -3.802 -6.366 -1.303
H -3.305 -4.664 -3.021
H -2.235 -2.558 -2.420
F -0.458 3.733 3.326
C -1.208 2.652 3.071
C -2.108 2.690 2.024
C -2.870 1.566 1.766
C -2.741 0.387 2.524
C -3.459 -0.844 2.142
C -1.875 0.436 3.630
C -1.112 1.554 3.904
H -2.222 3.600 1.448
H -3.666 1.605 1.039
H -4.397 -0.643 1.624
H -3.631 -1.516 2.981
H -1.845 -0.407 4.306
H -0.463 1.598 4.768
C -5.336 3.086 -3.023
C -4.674 4.458 -3.163
C -3.556 4.771 -2.159
C -2.371 3.807 -2.175
N -2.706 2.550 -1.516
C -2.209 1.353 -1.781
S -2.980 -0.040 -1.096
N -1.164 1.252 -2.595
C -0.719 0.016 -3.241
C -1.641 -0.407 -4.386
C -1.762 0.638 -5.493
C -2.643 0.145 -6.638
H -6.201 3.024 -3.683
H -5.691 2.918 -2.003
H -4.660 2.275 -3.295
H -5.441 5.226 -3.044
H -4.279 4.561 -4.177
H -3.968 4.814 -1.144
H -3.168 5.764 -2.390
H -1.519 4.262 -1.662
H -2.084 3.613 -3.213
H -3.478 2.582 -0.873
H -0.825 2.107 -3.010
H -0.666 -0.763 -2.483
H 0.292 0.198 -3.606
H -2.633 -0.615 -3.978
H -1.254 -1.340 -4.806
H -0.767 0.887 -5.874
H -2.199 1.557 -5.086
H -2.217 -0.749 -7.093
H -2.737 0.906 -7.413
H -3.643 -0.100 -6.278
C 3.456 -3.396 -0.376
Si 3.924 -2.150 0.964
C 3.472 -2.860 2.658
C 5.798 -1.900 0.935
Si 2.976 -0.004 0.655
Te 0.386 -0.048 0.262
Si 3.441 1.521 2.399
C 2.790 0.989 4.094
C 2.687 3.191 1.939
C 5.319 1.634 2.581
Si 3.472 0.957 -1.452
C 3.177 -0.348 -2.793
C 5.273 1.525 -1.537
C 2.370 2.456 -1.811
H 3.887 -4.375 -0.155
H 3.830 -3.082 -1.352
H 2.373 -3.517 -0.457
H 3.939 -3.836 2.806
H 2.395 -2.983 2.774
H 3.822 -2.202 3.458
H 6.313 -2.858 1.036
H 6.125 -1.261 1.758
H 6.134 -1.440 0.004
H 1.700 1.033 4.140
H 3.185 1.639 4.878
H 3.104 -0.032 4.318
H 1.685 3.049 1.528
H 3.290 3.704 1.186
H 2.604 3.848 2.806
H 5.712 0.772 3.123
H 5.599 2.528 3.142
H 5.822 1.675 1.612
H 3.964 -1.105 -2.772
H 3.168 0.088 -3.794
H 2.222 -0.857 -2.634
H 5.963 0.698 -1.354
H 5.482 2.303 -0.799
H 5.501 1.934 -2.523
H 1.317 2.183 -1.708
H 2.534 2.844 -2.818
H 2.571 3.264 -1.104

Results
Maximum force = 1.8 eV/A
ΔE to the lowest compared entry with this formula, charge and spin = 0.00 kJ/mol
Electronic energy = -4038.1134 hartree
Multiplicity = 3
Charge = +1
Lowest unoccupied orbital energy (spin up / spin down) = -3.299 / -3.330 eV
Gap between HOMO and LUMO (spin up / spin down) = 0.229 / 0.240 hartree
HOMO energy (spin up / spin down) = -9.52 / -9.85 eV